Record 1
Below is a molecular structure, C39H75Br9Hg2N4O4 in a non-equilibrium geometry, with properties calculated with the ωB97M-V functional and the def2-TZVPD basis.

```
133
C39H75Br9Hg2N4O4 (the ωB97M-V functional and the def2-TZVPD basis)
Hg -0.330 -0.075 -1.683
Hg -1.189 -0.259 2.122
C -4.509 -0.268 -1.050
C -3.946 -0.085 0.371
C -5.109 -0.050 1.368
C -5.707 -1.399 1.779
C -4.580 -2.379 2.082
C -3.443 -2.469 1.048
N -2.978 -1.118 0.728
O -1.793 -1.137 -0.067
C -3.937 -3.266 -0.156
C -2.332 -3.228 1.748
C -3.314 1.301 0.472
H -5.530 -0.624 -1.175
H -3.803 -0.844 -1.656
H -4.476 0.680 -1.600
H -5.949 0.414 0.829
H -5.012 0.655 2.194
H -6.413 -1.777 1.042
H -6.221 -1.289 2.735
H -5.020 -3.383 2.072
H -4.163 -2.234 3.080
H -3.218 -3.427 -0.959
H -4.880 -2.922 -0.586
H -4.206 -4.267 0.204
H -1.522 -3.435 1.038
H -2.574 -4.214 2.151
H -1.864 -2.693 2.580
H -3.176 1.604 1.510
H -3.966 2.035 -0.006
H -2.351 1.432 -0.034
C -1.609 1.144 -5.952
C -1.956 0.686 -4.533
C -3.405 0.146 -4.518
C -3.484 -1.324 -4.940
C -2.546 -2.224 -4.169
C -1.069 -1.758 -4.239
N -1.077 -0.311 -3.940
O 0.286 0.207 -3.805
C -0.482 -2.088 -5.610
C -0.416 -2.572 -3.130
C -2.015 1.897 -3.586
H -0.591 1.526 -5.989
H -2.379 1.796 -6.357
H -1.657 0.253 -6.590
H -3.964 0.613 -5.337
H -3.930 0.397 -3.602
H -3.320 -1.364 -6.020
H -4.534 -1.587 -4.778
H -2.652 -3.200 -4.652
H -2.899 -2.269 -3.137
H 0.341 -1.397 -5.811
H -1.203 -1.978 -6.419
H -0.052 -3.090 -5.630
H -0.464 -3.629 -3.391
H -0.925 -2.429 -2.165
H 0.639 -2.331 -2.958
H -0.992 2.263 -3.475
H -2.466 1.594 -2.639
H -2.563 2.739 -4.010
C 2.489 2.853 0.619
C 1.969 1.976 -0.539
C 3.067 1.773 -1.600
C 4.018 0.660 -1.212
C 3.278 -0.632 -0.870
C 2.295 -0.481 0.298
N 1.480 0.696 -0.038
O 0.163 0.788 0.526
C 3.019 -0.373 1.638
C 1.440 -1.742 0.251
C 0.906 2.774 -1.286
H 1.750 3.021 1.394
H 2.981 3.733 0.190
H 3.397 2.383 1.013
H 3.591 2.734 -1.550
H 2.748 1.628 -2.630
H 4.524 1.001 -0.306
H 4.734 0.363 -1.978
H 4.079 -1.338 -0.620
H 2.736 -1.039 -1.728
H 2.305 -0.168 2.433
H 3.748 0.433 1.598
H 3.657 -1.242 1.810
H 1.195 -2.094 -0.755
H 0.472 -1.602 0.738
H 1.891 -2.582 0.783
H 0.094 3.128 -0.646
H 0.480 2.178 -2.094
H 1.352 3.679 -1.701
C -1.411 2.397 5.845
C -0.570 1.841 4.686
C 0.931 2.127 4.886
C 1.645 1.171 5.829
C 1.399 -0.273 5.446
C -0.107 -0.610 5.278
N -0.721 0.401 4.420
O -2.115 0.019 4.132
C -0.643 -0.628 6.718
C -0.219 -1.987 4.683
C -0.913 2.609 3.405
H -1.254 3.473 5.871
H -1.120 1.945 6.791
H -2.450 2.132 5.646
H 1.042 3.104 5.379
H 1.469 2.313 3.953
H 1.316 1.342 6.853
H 2.713 1.397 5.763
H 1.805 -0.985 6.171
H 1.953 -0.536 4.537
H -0.192 0.101 7.390
H -0.569 -1.588 7.228
H -1.693 -0.315 6.705
H -1.197 -2.452 4.835
H 0.384 -2.673 5.300
H 0.145 -2.249 3.684
H -0.795 3.695 3.497
H -1.971 2.498 3.169
H -0.220 2.325 2.609
C 8.893 2.234 -1.948
Br 7.567 0.865 -2.330
Br 8.702 3.699 -3.197
Br 10.633 1.429 -1.944
H 8.642 2.696 -1.006
C 7.206 -1.793 0.795
Br 6.594 -2.156 -0.994
Br 6.607 -3.214 2.002
Br 6.459 -0.175 1.532
H 8.285 -1.829 0.769
C 4.684 2.401 -5.762
Br 5.156 2.531 -7.605
Br 3.448 0.975 -5.341
Br 3.957 4.062 -5.057
H 5.557 2.182 -5.163
```

## Properties
Energy above the lowest of the compared OMol25 structures with the same formula, charge and spin   0.000 eV
Orbital gap   6.77 eV
2S+1   1
HOMO level   -0.259 Eh

---

Record 2
Below is a molecular structure, C42H40ClN10O5RbS4 in a non-equilibrium geometry, with properties calculated with the ωB97M-V functional and the def2-TZVPD basis.

```
103
C42H40ClN10O5RbS4 (the ωB97M-V functional and the def2-TZVPD basis)
Rb -0.473 -0.219 -0.676
Cl -3.161 6.093 -5.233
C -2.469 4.732 -4.384
C -2.339 3.508 -5.058
C -1.790 2.450 -4.406
C -1.325 2.511 -3.037
O -0.823 1.519 -2.493
C -1.488 3.804 -2.385
C -1.050 4.054 -1.062
N -0.561 3.200 -0.236
C 0.114 3.537 0.880
C 1.047 4.576 0.876
C 1.827 4.863 1.989
C 1.688 4.155 3.155
C 0.764 3.098 3.221
C 0.575 2.330 4.391
C -0.325 1.298 4.383
C -1.045 1.051 3.202
N -0.907 1.755 2.111
C -0.024 2.762 2.081
C -2.070 4.875 -3.086
H -2.671 3.423 -6.085
H -1.687 1.493 -4.900
H -1.177 5.102 -0.734
H 1.184 5.144 -0.035
H 2.541 5.675 1.936
H 2.286 4.390 4.028
H 1.147 2.580 5.281
H -0.488 0.684 5.259
H -1.759 0.239 3.161
H -2.200 5.829 -2.586
C -0.747 -3.925 3.193
C -0.498 -3.492 1.762
N -1.075 -2.490 1.229
O -1.974 -1.785 2.031
C 0.386 -4.281 0.924
C 0.572 -5.755 1.229
N 0.949 -3.727 -0.093
O 1.720 -4.316 -0.905
H -0.890 -3.041 3.815
H 0.082 -4.510 3.582
H -1.663 -4.516 3.237
H -2.475 -1.257 1.371
H -0.197 -6.126 1.901
H 1.554 -5.939 1.669
H 0.515 -6.302 0.287
O -1.909 -3.614 -3.482
C -3.236 -3.670 -3.616
C -3.781 -4.464 -4.630
C -5.148 -4.536 -4.799
C -6.001 -3.834 -3.963
C -5.472 -3.049 -2.955
C -4.101 -2.954 -2.769
C -3.519 -2.082 -1.710
O -2.276 -1.915 -1.654
N -4.418 -1.526 -0.911
N -3.915 -0.758 0.090
C -4.759 0.025 0.598
S -4.452 1.072 1.966
C -5.754 2.240 1.432
C -6.965 1.405 1.087
S -6.432 0.086 -0.073
H -1.752 -2.962 -2.721
H -3.112 -5.008 -5.281
H -5.555 -5.145 -5.597
H -7.073 -3.891 -4.102
H -6.103 -2.482 -2.292
H -5.387 2.787 0.563
H -5.947 2.935 2.248
H -7.736 1.990 0.588
H -7.377 0.932 1.980
N 5.338 -1.287 -5.808
C 5.104 -0.031 -5.332
S 5.842 1.242 -6.105
C 4.192 0.126 -4.217
C 4.177 1.303 -3.458
C 3.317 1.397 -2.379
N 2.508 0.421 -1.997
C 2.488 -0.684 -2.726
C 3.286 -0.876 -3.841
H 6.055 -1.376 -6.507
H 5.166 -2.081 -5.216
H 4.839 2.113 -3.723
H 3.273 2.296 -1.776
H 1.817 -1.464 -2.389
H 3.180 -1.782 -4.418
C 3.755 1.077 6.466
C 4.188 0.473 5.169
C 5.408 -0.117 4.969
C 5.702 -0.625 3.678
N 4.870 -0.504 2.671
C 3.691 0.101 2.835
S 2.639 0.419 1.614
N 3.330 0.529 4.122
C 6.999 -1.316 3.382
H 4.521 0.929 7.223
H 2.823 0.627 6.809
H 3.588 2.148 6.339
H 6.125 -0.184 5.773
H 2.422 0.976 4.192
H 7.687 -1.260 4.224
H 7.452 -0.863 2.502
H 6.802 -2.361 3.144
```

## Properties
Energy above the lowest of the compared OMol25 structures with the same formula, charge and spin   1.300 eV
Orbital gap   4.02 eV
2S+1   1
Net charge   -2
HOMO level   -0.033 Eh

---

Record 3
Below is 9 unconnected molecules or ions with the total composition C51H37NO18Si in a non-equilibrium geometry, with properties calculated with the ωB97M-V functional and the def2-TZVPD basis.

```
108
C51H37NO18Si (the ωB97M-V functional and the def2-TZVPD basis)
N 4.417 0.714 -1.103
C 3.586 1.022 -2.076
O 3.048 1.219 -3.448
Si 2.547 -0.311 -4.163
C 3.790 -1.748 -3.694
C 2.915 -2.760 -2.693
O 3.213 -2.784 -1.391
H 2.526 -0.228 -5.621
H 1.220 -0.618 -3.586
H 4.151 -2.364 -4.636
H 4.730 -1.307 -3.155
H 2.046 -3.356 -3.216
C 7.903 0.472 -7.225
C 7.207 -0.252 -6.343
C 6.849 0.291 -5.019
O 6.214 -0.373 -4.210
C 7.287 1.666 -4.706
C 7.983 2.390 -5.588
C 8.341 1.847 -6.913
O 8.976 2.511 -7.721
H 8.175 0.089 -8.201
H 6.878 -1.262 -6.558
H 7.015 2.049 -3.730
H 8.312 3.400 -5.373
C -0.111 0.250 -1.257
C -0.164 0.431 0.067
C -1.448 0.400 0.794
O -1.497 0.568 2.005
C -2.671 0.159 0.003
C -2.619 -0.022 -1.320
C -1.335 0.010 -2.047
O -1.286 -0.158 -3.258
H 0.822 0.271 -1.805
H 0.725 0.608 0.661
H -3.605 0.139 0.552
H -3.507 -0.199 -1.915
C 2.227 -1.560 4.462
C 2.672 -0.308 4.608
C 3.421 0.369 3.531
O 3.830 1.514 3.665
C 3.657 -0.389 2.287
C 3.212 -1.641 2.141
C 2.464 -2.319 3.218
O 2.054 -3.464 3.084
H 1.677 -2.072 5.242
H 2.506 0.261 5.515
H 4.207 0.123 1.507
H 3.378 -2.211 1.234
C 4.660 5.059 -8.646
C 4.664 5.663 -9.838
C 5.831 5.574 -10.738
O 5.836 6.129 -11.829
C 6.992 4.792 -10.271
C 6.989 4.188 -9.079
C 5.822 4.276 -8.179
O 5.817 3.722 -7.088
H 3.813 5.114 -7.974
H 3.819 6.240 -10.196
H 7.839 4.737 -10.943
H 7.833 3.611 -8.721
C -0.583 -6.197 7.407
C -0.138 -4.945 7.553
C 0.610 -4.268 6.476
O 1.020 -3.123 6.610
C 0.847 -5.026 5.232
C 0.402 -6.278 5.086
C -0.347 -6.956 6.163
O -0.756 -8.101 6.029
H -1.133 -6.709 8.187
H -0.304 -4.376 8.460
H 1.397 -4.515 4.452
H 0.568 -6.848 4.179
C -4.074 -5.039 8.269
C -5.386 -5.234 8.103
C -6.168 -6.042 9.059
O -7.368 -6.223 8.906
C -5.445 -6.624 10.207
C -4.133 -6.429 10.374
C -3.351 -5.621 9.417
O -2.151 -5.440 9.570
H -3.486 -4.449 7.577
H -5.931 -4.813 7.266
H -6.033 -7.214 10.900
H -3.588 -6.850 11.210
C -4.198 3.107 2.529
C -4.251 3.288 3.853
C -5.535 3.257 4.580
O -5.584 3.425 5.791
C -6.758 3.016 3.789
C -6.706 2.835 2.466
C -5.422 2.866 1.739
O -5.373 2.699 0.528
H -3.265 3.128 1.981
H -3.362 3.465 4.447
H -7.692 2.995 4.338
H -7.594 2.658 1.872
C -9.052 4.589 -3.746
C -9.192 3.409 -3.134
C -8.197 2.933 -2.152
O -8.323 1.853 -1.593
C -7.044 3.812 -1.872
C -6.905 4.992 -2.484
C -7.899 5.468 -3.466
O -7.773 6.549 -4.025
H -9.772 4.953 -4.469
H -10.032 2.754 -3.328
H -6.324 3.448 -1.149
H -6.064 5.647 -2.290
```

## Properties
SMILES   O=C1C=CC(=O)C=C1.O=C1C=CC(=O)C=C1.O=C1C=CC(=O)C=C1.O=C1C=CC(=O)C=C1.O=C1C=CC(=O)C=C1.O=C1C=CC(=O)C=C1.O=C1C=CC(=O)C=C1.O=C1C=CC(=O)C=C1.N#CO[SiH2]CC=O
Orbital gap   7.61 eV
2S+1   1
HOMO level   -0.353 Eh

---

Record 4
Below is 3 unconnected molecules or ions with the total composition C4H13NO2 in a non-equilibrium geometry, with properties calculated with the ωB97M-V functional and the def2-TZVPD basis.

```
20
C4H13NO2 (the ωB97M-V functional and the def2-TZVPD basis)
C 2.376 0.375 3.233
C 2.059 0.151 1.720
C 0.801 0.220 1.364
N 0.183 0.241 0.085
C -1.304 0.391 0.028
H 3.368 0.054 3.714
H 1.641 -0.147 3.855
H 2.138 1.417 3.508
H 2.781 0.358 1.023
H -0.069 -0.072 2.000
H 0.690 0.876 -0.646
H -1.673 0.574 1.048
H -1.901 -0.358 -0.627
H -1.702 1.210 -0.586
H 0.192 -1.384 -3.678
H 0.134 -1.555 -2.238
O -0.482 -1.525 -2.977
H -2.725 -0.632 -2.979
H -3.058 0.233 -4.149
O -3.450 -0.427 -3.701
```

## Properties
Energy above the lowest of the compared OMol25 structures with the same formula, charge and spin   2.735 eV
SMILES   C/C=C/NC.O.O
Orbital gap   8.70 eV
2S+1   1
HOMO level   -0.300 Eh

---

Record 5
Below is a molecular structure, C5H14N2O in a non-equilibrium geometry, with properties calculated with the ωB97M-V functional and the def2-TZVPD basis.

```
22
C5H14N2O (the ωB97M-V functional and the def2-TZVPD basis)
C -0.106 0.243 0.252
C 2.297 -0.463 0.122
C 0.665 -0.610 -0.642
C 0.124 1.736 0.177
C -2.753 -0.518 -0.204
N -1.514 -0.346 -0.921
N -0.376 -0.215 1.534
O 3.259 -0.117 -0.842
H 3.238 -0.768 -1.552
H -1.606 0.414 -1.591
H -0.043 0.339 2.307
H -0.602 -1.195 1.614
H 2.458 -1.466 0.536
H 2.434 0.243 0.941
H 0.427 -1.669 -0.609
H 0.847 -0.193 -1.625
H -0.844 2.236 0.177
H 0.686 2.015 -0.713
H 0.699 2.103 1.026
H -2.634 -1.334 0.517
H -3.083 0.374 0.364
H -3.575 -0.810 -0.870
```

## Properties
Energy above the lowest of the compared OMol25 structures with the same formula, charge and spin   4.354 eV
Orbital gap   8.80 eV
2S+1   1
HOMO level   -0.292 Eh

---

Record 6
Below is 9 unconnected molecules or ions with the total composition C18H48Cl6O12 in a non-equilibrium geometry, with properties calculated with the ωB97M-V functional and the def2-TZVPD basis.

```
84
C18H48Cl6O12 (the ωB97M-V functional and the def2-TZVPD basis)
C -0.590 0.367 -4.573
C 0.483 0.520 -5.621
O 1.800 0.397 -5.111
O -0.739 -0.992 -4.196
H -1.540 0.750 -4.969
H -0.298 1.013 -3.731
H 0.396 1.534 -6.012
H 0.314 -0.211 -6.420
H 1.997 -0.533 -4.919
H -1.414 -1.069 -3.517
C -0.848 -0.931 4.552
C -1.436 -1.724 5.677
O -2.824 -1.436 5.772
O -0.684 0.418 4.897
H -1.450 -1.067 3.646
H 0.112 -1.394 4.256
H -0.872 -1.552 6.601
H -1.293 -2.786 5.425
H -3.224 -2.004 6.435
H -0.248 0.893 4.181
C 3.001 3.568 -2.566
C 3.534 2.271 -3.063
O 4.007 2.344 -4.397
O 4.074 4.429 -2.211
H 2.306 3.428 -1.722
H 2.392 4.030 -3.355
H 2.801 1.456 -2.984
H 4.332 1.841 -2.447
H 3.279 2.084 -4.973
H 3.734 5.324 -2.134
C -4.086 -0.950 2.015
C -5.110 -0.168 1.241
O -5.060 1.174 1.763
O -4.634 -1.437 3.240
H -3.250 -0.265 2.173
H -3.739 -1.824 1.460
H -6.110 -0.580 1.369
H -4.794 -0.122 0.193
H -5.596 1.740 1.195
H -4.048 -1.205 3.969
C -3.639 3.177 -1.186
C -2.922 1.879 -0.928
O -2.556 1.661 0.407
O -4.914 3.182 -0.509
H -3.772 3.243 -2.269
H -3.061 4.024 -0.818
H -2.012 1.869 -1.535
H -3.566 1.071 -1.316
H -3.354 1.718 0.961
H -4.964 4.001 -0.007
C 2.595 -2.594 -2.705
C 1.628 -3.699 -2.428
O 2.007 -4.827 -3.213
O 2.408 -2.095 -4.034
H 3.621 -2.950 -2.588
H 2.424 -1.764 -2.016
H 0.639 -3.345 -2.743
H 1.616 -3.936 -1.360
H 1.216 -5.293 -3.491
H 3.040 -2.568 -4.583
Cl 2.944 -2.091 1.882
C 2.692 -3.274 3.177
C 1.626 -4.291 2.841
Cl 2.294 -5.617 1.857
H 2.494 -2.731 4.098
H 3.629 -3.810 3.336
H 0.834 -3.848 2.247
H 1.242 -4.728 3.759
Cl -1.014 -2.320 1.100
C -0.585 -1.273 -0.292
C 0.119 -0.080 0.273
Cl 1.018 0.782 -0.976
H -1.530 -0.979 -0.746
H -0.009 -1.889 -0.975
H 0.804 -0.396 1.054
H -0.625 0.582 0.714
Cl 2.311 5.256 2.820
C 3.273 3.797 2.407
C 2.726 2.584 3.094
Cl 1.145 2.090 2.410
H 4.295 3.991 2.724
H 3.242 3.723 1.324
H 2.608 2.730 4.163
H 3.362 1.715 2.931
```

## Properties
SMILES   ClCCCl.ClCCCl.ClCCCl.OCCO.OCCO.OCCO.OCCO.OCCO.OCCO
Orbital gap   10.09 eV
2S+1   1
HOMO level   -0.358 Eh

---

Number 1: E_LUMO -0.29 eV, E_tot -694531.1438 eV. Number 2: E_LUMO 3.13 eV, E_tot -125860.2401 eV. Number 3: E_LUMO -2.00 eV, E_tot -99696.1611 eV. Number 4: E_LUMO 0.54 eV, E_tot -9941.4615 eV. Number 5: E_LUMO 0.85 eV, E_tot -10436.6741 eV. Number 6: E_LUMO 0.35 eV, E_tot -119147.0816 eV.